(1)
Formula: C15H25LiN3O5PSe4
Source: the Open Molecules 2025 dataset
Level of theory: ωB97M-V/def2-TZVPD

## Properties
Kohn-Sham gap in eV: 5.36
M in g/mol: 681.136
E_HOMO in Ha: -0.03114
E_LUMO in eV: 4.52

Structure (ORCA input):
```
! wB97M-V def2-TZVPD RIJCOSX def2/J DEFGRID3
* xyz -2 1
Li -0.21720 0.53351 -0.50979
Se -2.50144 2.15523 0.58985
Se -3.13372 3.19803 -1.42173
Se -1.44618 4.76914 -1.92742
Se -0.18769 4.10063 -3.78074
N -5.06229 -0.25686 -0.32318
C -5.01278 -0.73088 -1.58859
O -5.95405 -1.29726 -2.13444
C -3.71256 -0.48192 -2.27775
C -3.66398 -0.28246 -3.65282
C -2.46243 0.09053 -4.22808
C -1.36001 0.27532 -3.40232
N -1.39294 0.04654 -2.09515
C -2.53569 -0.35510 -1.55298
H -5.94923 -0.31509 0.14619
H -4.36903 0.41027 0.02350
H -4.57186 -0.38584 -4.23316
H -2.38250 0.31514 -5.28295
H -0.43327 0.67658 -3.80084
H -2.50285 -0.56261 -0.49175
N 1.52661 3.35094 -1.04637
C 0.90446 2.38958 -0.87428
H 1.49037 4.27440 -1.45366
C 3.76077 -0.82727 -1.60934
C 3.06746 -1.66133 -0.53938
C 2.02856 -2.57546 -1.18157
C 4.08729 -2.48153 0.24869
O 2.47003 -0.69925 0.33945
P 1.24645 -1.07249 1.34868
O 1.56170 -2.27303 2.17075
O -0.03035 -1.03548 0.55246
O 1.36845 0.30319 2.18387
C 0.64846 0.54702 3.40771
C 0.55508 2.06374 3.50480
C -0.74999 -0.05851 3.38794
C 1.46910 -0.03321 4.55758
H 4.27369 -1.47304 -2.32638
H 4.48972 -0.16013 -1.14691
H 3.02997 -0.21716 -2.14186
H 2.52870 -3.24964 -1.88304
H 1.27860 -1.99271 -1.71747
H 1.51440 -3.16942 -0.42575
H 4.56419 -3.22142 -0.40102
H 3.58644 -2.98418 1.07556
H 4.85679 -1.82225 0.65571
H -0.03643 2.45618 2.67542
H 1.55515 2.50044 3.46378
H 0.07827 2.35545 4.44383
H -1.32882 0.33478 2.55210
H -1.25799 0.19566 4.32193
H -0.70460 -1.14503 3.29624
H 2.45045 0.44517 4.59176
H 1.60828 -1.10339 4.40223
H 0.96041 0.13648 5.51066
*
```

(2)
Formula: C15H26AlIO2P2S
Source: the Open Molecules 2025 dataset
Level of theory: ωB97M-V/def2-TZVPD

## Properties
Kohn-Sham gap in eV: 5.73
M in g/mol: 486.272
E_HOMO in Ha: -0.51421
E_LUMO in eV: -8.26

Structure (ORCA input):
```
! wB97M-V def2-TZVPD RIJCOSX def2/J DEFGRID3
* xyz 2 1
C 0.82782 -2.14052 -3.19080
C 0.91969 -1.78983 -1.72741
H 0.87252 -1.21796 -3.78975
H -0.09384 -2.68133 -3.43111
H 1.63774 -2.81231 -3.48742
O 0.04763 -0.71340 -1.44802
I 0.45131 -3.76297 -0.78996
Al -0.67656 1.11723 -0.52539
P 2.60534 -1.13182 -1.13551
C 2.79110 0.58409 -0.55547
C 3.29663 -2.14708 0.15436
H 4.33365 -2.39456 -0.11981
H 4.70078 -0.81219 -2.22274
H 2.72595 -3.07913 0.28374
H 3.73994 -2.03312 -3.10301
H 2.78227 0.63314 0.53917
H 3.31918 -1.61461 1.11858
C 3.68983 -1.08264 -2.56243
H 3.77807 0.96271 -0.88653
H 3.36024 -0.29925 -3.25962
H 2.04068 1.28954 -0.95010
P -2.73217 0.19933 -0.65638
C -3.96850 1.30504 0.04789
C -3.21906 -0.19281 -2.34754
H -2.13398 -2.07860 -0.09312
H -3.90516 -1.79682 -0.07373
H -2.89529 -1.22867 1.28794
C -2.92725 -1.37783 0.20295
H -2.91914 -1.21923 -2.60007
H -4.31285 -0.09769 -2.40458
H -4.91723 1.10396 -0.47329
H -3.66236 2.34689 -0.13591
H -2.74736 0.49936 -3.05875
H -4.07251 1.14560 1.13214
C 0.34232 2.95046 -1.26882
O 0.86672 3.84940 -1.77420
S 0.16274 -0.17490 1.19816
C -0.09006 0.78275 2.61022
C 0.92323 1.65557 3.05181
C 0.65621 2.58002 4.05985
C -0.59359 2.57406 4.68991
C -1.57788 1.64962 4.30688
C -1.31219 0.71568 3.30515
H 1.87893 1.62047 2.52323
H 1.43259 3.30163 4.33660
H -0.81528 3.35006 5.44392
H -2.55878 1.68500 4.78385
H -2.05203 -0.02234 2.99513
*
```